#i
Entry from OMol25: a single C2H2F3OP molecule (ωB97M-V/def2-TZVPD).

Values from the calculation:
**Orbital gap**: 10.2 eV
**SMILES**: O=C(P)C(F)(F)F
**Total charge**: 0

Each line ends with the Mulliken charge.
CARTESIAN COORDINATES (ANGSTROEM)
O: -1.7805 1.7868 -1.2074  -0.5099
C: -1.5785 0.7540 -0.4718  0.2062
P: 0.0849 0.1164 0.0471  -0.0433
C: -2.7429 -0.1477 -0.0886  0.9020
F: -2.8528 -0.9435 -1.1516  -0.2277
F: -2.4686 -0.8999 0.9649  -0.2637
F: -3.9181 0.4443 0.1547  -0.2350
H: -0.5498 -0.1761 1.2927  0.0888
H: 0.4474 1.4384 0.0880  0.0826



#ii
Entry from OMol25: a molecular structure, C2H2F3OP (ωB97M-V/def2-TZVPD).

Values from the calculation:
**Orbital gap**: 9.8 eV
**Total charge**: 0

Each line ends with the Mulliken charge.
CARTESIAN COORDINATES (ANGSTROEM)
C: 0.2341 0.8649 -0.0388  0.2651
C: -1.3550 -0.3679 -0.0731  0.6572
O: 0.0954 2.0222 -0.2262  -0.3752
F: -2.4649 0.2492 0.2548  -0.2052
F: -1.5097 -1.0648 -1.1856  -0.2101
F: -0.9781 -1.2118 0.9761  -0.2519
P: 1.7173 -0.0047 0.7509  -0.0637
H: 2.4671 0.6945 -0.2449  0.0900
H: 1.7938 -1.1816 -0.2133  0.0939



#iii
Entry from OMol25: a single C2H2F3OP molecule (ωB97M-V/def2-TZVPD).

Values from the calculation:
**Orbital gap**: 9.0 eV
**SMILES**: O[PH]#CC(F)(F)F
**Total charge**: 0

Each line ends with the Mulliken charge.
CARTESIAN COORDINATES (ANGSTROEM)
O: 2.0007 -1.2844 -0.0885  -0.4964
P: 1.2852 0.0446 0.2813  0.5275
C: -0.1696 -0.4551 -0.3212  -0.6863
C: -1.4321 0.5294 -0.1387  0.8396
F: -2.4966 0.0485 -0.8488  -0.2485
F: -1.7541 0.5524 1.2179  -0.2354
F: -1.3202 1.8139 -0.5675  -0.2314
H: 1.6502 -2.0802 -0.5918  0.4170
H: 2.2365 0.8309 1.0574  0.1138



Most stable structure: #i



#i
Entry from OMol25: 4 unconnected molecules or ions with the total composition C3H13NO3 (ωB97M-V/def2-TZVPD).

Values from the calculation:
**Orbital gap**: 9.7 eV
**SMILES**: C=CCN.O.O.O
**Total charge**: 0

Each line ends with the Mulliken charge.
CARTESIAN COORDINATES (ANGSTROEM)
C: 2.6023 -0.8963 0.3507  -0.7954
C: 3.1918 0.0664 -0.3417  -0.0257
C: 2.7246 0.3941 -1.7537  -0.4320
N: 2.9805 1.7635 -2.1856  -0.6408
H: 2.9236 -1.4339 1.2326  0.3073
H: 1.8082 -1.4634 -0.1327  0.2259
H: 3.6530 0.9367 0.1039  0.2821
H: 1.6559 0.2421 -1.7904  0.3373
H: 3.1888 -0.2147 -2.5303  0.2839
H: 2.5447 2.4556 -1.5714  0.2291
H: 3.9424 2.0744 -2.1767  0.2310
O: -5.9691 0.9162 0.9581  -0.6185
H: -5.3351 0.2363 1.2193  0.3095
H: -6.6977 0.7649 1.5768  0.3121
O: -3.2535 -0.1278 0.4234  -0.6337
H: -3.0516 -0.9505 -0.0519  0.3297
H: -2.8660 0.4415 -0.2614  0.3049
O: -1.2739 -2.1242 2.3596  -0.6410
H: -0.6855 -1.4432 2.0129  0.3105
H: -2.0835 -1.6377 2.5584  0.3240



#ii
Entry from OMol25: 4 unconnected molecules or ions with the total composition C3H13NO3 (ωB97M-V/def2-TZVPD).

Values from the calculation:
**Orbital gap**: 8.8 eV
**SMILES**: C=CNC.O.O.O
**Total charge**: 0

Each line ends with the Mulliken charge.
CARTESIAN COORDINATES (ANGSTROEM)
C: 0.8022 0.7244 -0.9090  -1.5383
C: 0.4211 -0.5856 -0.9556  0.5655
N: -0.1838 -1.2462 0.0659  -0.3316
C: 0.1959 -2.5631 0.5556  -0.9491
H: 0.1084 1.5199 -0.6723  0.2826
H: 1.5829 1.0556 -1.5878  0.2331
H: 0.5724 -1.2263 -1.8259  0.3925
H: -0.2304 -0.6853 0.8926  0.3611
H: 0.3631 -3.3162 -0.2073  0.3586
H: -0.7191 -2.9783 0.9985  0.3447
H: 0.9528 -2.5712 1.3361  0.2454
O: -1.5755 1.0968 -3.2860  -0.6720
H: -0.7204 1.0902 -2.8383  0.3328
H: -2.0545 1.7297 -2.7347  0.3167
O: 1.2203 0.3829 2.1927  -0.6139
H: 1.5835 0.5635 1.3108  0.3910
H: 1.9448 -0.1301 2.5740  0.2893
O: -1.0998 2.6237 1.6502  -0.6065
H: -1.6921 2.5347 2.4056  0.3083
H: -1.4719 1.9810 1.0352  0.2899



#iii
Entry from OMol25: 3 unconnected molecules or ions with the total composition C3H13NO3 (ωB97M-V/def2-TZVPD).

Values from the calculation:
**Orbital gap**: 10.7 eV
**SMILES**: C[C@H](N)CO.O.O
**Total charge**: 0

Each line ends with the Mulliken charge.
CARTESIAN COORDINATES (ANGSTROEM)
C: -2.5638 0.9035 -0.9134  -1.2901
C: -1.3709 -0.0676 -0.5575  0.4339
N: -1.7272 -0.9729 0.5652  -0.6290
C: -0.0712 0.5884 -0.1359  -0.9073
O: 0.9443 -0.4804 -0.0302  -0.5496
H: -3.1711 1.0960 -0.0445  0.3351
H: -2.0931 1.7370 -1.4690  0.3341
H: -3.1637 0.4099 -1.6764  0.3534
H: -1.1519 -0.6916 -1.4734  0.3120
H: -2.4395 -1.6306 0.2327  0.2253
H: -2.0030 -0.4874 1.4176  0.2119
H: 0.3992 1.2661 -0.8386  0.3553
H: -0.0321 1.0841 0.8123  0.3681
H: 0.5093 -1.2606 0.3889  0.3876
O: 2.6835 1.5377 1.0643  -0.6256
H: 1.8322 1.1200 1.0533  0.3517
H: 3.2880 1.0681 1.6351  0.2976
O: 3.5788 -1.9068 0.1983  -0.6427
H: 2.7704 -1.4029 0.5049  0.3829
H: 3.7820 -1.9101 -0.7337  0.2954



#iv
Entry from OMol25: 4 unconnected molecules or ions with the total composition C3H13NO3 (ωB97M-V/def2-TZVPD).

Values from the calculation:
**Orbital gap**: 11.2 eV
**SMILES**: C=NCC.O.O.O
**Total charge**: 0

Each line ends with the Mulliken charge.
CARTESIAN COORDINATES (ANGSTROEM)
C: -2.1432 1.3690 0.3968  -0.3356
N: -1.0025 0.9502 0.0395  -0.3827
C: 0.1356 1.6098 0.6762  -0.3752
C: 1.0360 2.3391 -0.3073  -1.0642
H: -2.2868 2.2589 1.0055  0.2516
H: -3.0371 0.9056 -0.0222  0.2404
H: 0.7553 0.8200 1.1178  0.1388
H: -0.2692 2.2874 1.4453  0.4239
H: 1.5110 1.6317 -1.0271  0.2532
H: 1.8713 2.8037 0.2326  0.3201
H: 0.4476 3.0353 -0.8949  0.3280
O: 1.8690 -2.1564 2.4142  -0.6309
H: 0.9193 -2.1889 2.6037  0.3142
H: 1.9367 -1.8526 1.5110  0.3102
O: -0.6112 -1.2120 -1.6274  -0.7132
H: -0.7637 -0.4403 -1.0152  0.5716
H: -1.4904 -1.3217 -2.0164  0.3133
O: 0.2679 -3.7987 -1.1618  -0.6306
H: -0.1173 -3.0222 -1.5977  0.3561
H: 0.9716 -4.0179 -1.7726  0.3110



Most stable structure: #iv



#i
Entry from OMol25: 4 unconnected molecules or ions with the total composition C3H13NO3 (ωB97M-V/def2-TZVPD).

Values from the calculation:
**Orbital gap**: 8.8 eV
**SMILES**: C/C=C/N.O.O.O
**Total charge**: 0

Each line ends with the Mulliken charge.
CARTESIAN COORDINATES (ANGSTROEM)
C: 1.1788 -1.7258 -1.6932  -0.9583
C: 1.0208 -0.6463 -0.7061  -0.3177
C: 1.5002 0.6188 -0.9878  -0.0660
N: 1.3488 1.8376 -0.1405  -0.5831
H: 1.4325 -2.6256 -1.0878  0.3113
H: 2.0899 -1.4902 -2.3829  0.2488
H: 0.3740 -2.0830 -2.3242  0.2627
H: 0.5001 -0.7687 0.2644  0.3752
H: 1.9934 0.9880 -1.8969  0.2181
H: 1.9395 2.5673 -0.4496  0.2497
H: 1.6268 1.7535 0.9285  0.2467
O: -1.4728 0.8621 4.2254  -0.6335
H: -1.5706 0.9409 3.2787  0.3416
H: -1.3791 -0.0553 4.4992  0.3008
O: -1.0796 0.4091 -2.4740  -0.6044
H: -1.0419 -0.0962 -1.5843  0.3109
H: -1.1639 1.2131 -2.0264  0.2984
O: -2.4033 -0.4476 1.9402  -0.6268
H: -3.1582 -0.6233 1.3939  0.3192
H: -1.7355 -0.6284 1.2232  0.3063



#ii
Entry from OMol25: 3 unconnected molecules or ions with the total composition C3H13NO3 (ωB97M-V/def2-TZVPD).

Values from the calculation:
**Orbital gap**: 9.3 eV
**SMILES**: CCNCO.O.O
**Total charge**: 0

Each line ends with the Mulliken charge.
CARTESIAN COORDINATES (ANGSTROEM)
C: 0.5855 1.6928 1.4251  -0.8368
C: -0.2919 0.4827 1.5780  -0.0810
N: -1.5218 0.6480 0.6848  -0.4238
C: -2.3308 -0.5600 0.7452  -0.2833
O: -1.5974 -1.4309 -0.1347  -0.5279
H: 1.4374 1.3860 0.8704  -0.0353
H: 1.0723 2.0321 2.4120  0.2933
H: 0.0000 2.7009 1.2132  0.3444
H: 0.3069 -0.3639 1.2267  0.2660
H: -0.6866 0.4637 2.5827  0.2874
H: -1.5142 1.0725 -0.1815  0.1954
H: -3.4250 -0.6617 0.4207  0.3389
H: -2.0460 -0.9901 1.6964  0.2236
H: -2.1584 -1.8058 -0.8501  0.2950
O: 3.0707 -0.4642 -0.9560  -0.6171
H: 3.2888 -0.0227 -1.7950  0.3146
H: 2.6311 0.1749 -0.5642  0.2582
O: 1.2241 -0.3745 -2.6316  -0.6427
H: 1.3756 0.6210 -2.7180  0.3157
H: 1.0146 -0.6786 -1.8193  0.3155



Most stable structure: #i



#i
Entry from OMol25: 3 unconnected molecules or ions with the total composition C3H13NO3 (ωB97M-V/def2-TZVPD).

Values from the calculation:
**Orbital gap**: 9.8 eV
**SMILES**: C[C@H](O)CN.O.O
**Total charge**: 0

Each line ends with the Mulliken charge.
CARTESIAN COORDINATES (ANGSTROEM)
C: 0.0373 2.1027 0.0077  -1.2988
C: -0.2043 0.6757 -0.4685  0.4936
O: -0.5696 0.7294 -1.8608  -0.5551
C: -1.2993 -0.0090 0.2992  -0.7198
N: -1.4591 -1.4470 0.1115  -0.5844
H: 0.2613 2.1351 1.0753  0.3507
H: 0.8190 2.6201 -0.5430  0.3603
H: -0.8976 2.6702 -0.0561  0.2916
H: 0.7173 0.0821 -0.3981  0.2340
H: 0.2268 0.9882 -2.3440  0.3118
H: -1.2103 0.2614 1.3716  0.3193
H: -2.2053 0.5614 0.0714  0.3124
H: -0.5247 -1.8306 0.0355  0.2377
H: -1.8148 -1.8474 0.9686  0.2467
O: 3.1466 -1.7706 -5.3832  -0.6347
H: 3.1712 -2.0662 -6.3109  0.3198
H: 3.3511 -0.8398 -5.5235  0.3151
O: -0.3476 -1.2312 6.5544  -0.6331
H: -0.2289 -1.2119 5.5960  0.3179
H: -0.9692 -0.5726 6.7968  0.3150



#ii
Entry from OMol25: 3 unconnected molecules or ions with the total composition C3H13NO3 (ωB97M-V/def2-TZVPD).

Values from the calculation:
**Orbital gap**: 9.7 eV
**SMILES**: NCCCO.O.O
**Total charge**: 0

Each line ends with the Mulliken charge.
CARTESIAN COORDINATES (ANGSTROEM)
N: 1.3844 2.9997 1.5617  -0.6567
C: 0.9959 1.5817 1.8762  -0.5644
C: 1.4807 0.4852 0.8234  -0.3638
C: 0.3650 -0.5756 0.8486  -0.3476
O: 0.8916 -1.9417 0.5037  -0.6057
H: 1.0236 3.3408 0.6896  0.2171
H: 2.3351 3.3956 1.5266  0.2130
H: 1.2214 1.0848 2.8070  0.3952
H: -0.1042 1.7269 2.1767  0.3074
H: 2.4066 -0.0463 1.1272  0.2490
H: 1.5685 1.0462 -0.1691  0.2681
H: -0.1705 -0.1316 -0.0448  0.2247
H: -0.3348 -0.6608 1.6708  0.3435
H: 0.4365 -2.4294 -0.2507  0.3197
O: -1.4205 -4.0911 -0.5703  -0.6435
H: -1.1975 -3.9593 0.3837  0.3336
H: -1.2792 -5.0110 -0.6398  0.3103
O: -3.3254 0.8042 -5.0363  -0.6388
H: -3.6786 0.9504 -4.1545  0.3192
H: -2.5986 1.4313 -5.1294  0.3195



Most stable structure: #i



#i
Entry from OMol25: 2 unconnected molecules or ions with the total composition C4H9O3 (ωB97M-V/def2-TZVPD).

Values from the calculation:
**Orbital gap**: 8.3 eV
**Total charge**: -1

Each line ends with the Mulliken charge.
CARTESIAN COORDINATES (ANGSTROEM)
C: -1.8636 1.3625 0.9323  -0.2957
C: -1.6946 1.7434 -0.5331  -1.0202
O: -0.9418 0.4226 1.3985  -0.5621
H: -1.7874 2.2933 1.5198  0.2446
H: -2.8812 0.9687 1.0515  0.2791
H: -2.2505 1.0536 -1.1748  0.2244
H: -0.1401 0.3987 0.7895  0.4032
H: -0.6604 1.7493 -0.8693  0.3069
H: -2.1744 2.6729 -0.7047  0.3962
C: 0.1979 -1.7477 -0.8084  -0.7809
C: 1.3999 -0.8739 -0.4239  0.5539
O: 1.2081 0.3571 -0.1585  -0.7580
O: 2.5159 -1.4387 -0.4425  -0.7413
H: -0.0935 -1.4381 -1.8153  0.1655
H: -0.6103 -1.6283 -0.0928  0.2972
H: 0.5346 -2.7748 -0.8925  0.2875



#ii
Entry from OMol25: 2 unconnected molecules or ions with the total composition C4H9O3 (ωB97M-V/def2-TZVPD).

Values from the calculation:
**Orbital gap**: 7.6 eV
**Total charge**: -1

Each line ends with the Mulliken charge.
CARTESIAN COORDINATES (ANGSTROEM)
C: -2.3641 -0.2509 0.6348  -0.3236
C: -1.5113 0.9455 -0.1255  -0.3227
O: -2.0827 -1.5276 0.3101  -0.5084
H: -2.3743 0.0928 1.6993  0.2086
H: -3.4152 -0.1249 0.4606  0.3160
H: -1.7137 1.8613 0.3838  0.3474
H: -1.1320 -1.6205 0.1892  0.3526
H: -1.9656 1.0789 -1.0958  0.2609
H: -0.5772 0.6028 -0.3022  -0.2801
C: 2.3456 0.3309 -0.7158  -0.7403
C: 2.6544 -0.8370 0.2190  0.5370
O: 1.6190 -1.4785 0.6325  -0.6895
O: 3.8018 -0.9877 0.5768  -0.7015
H: 2.7306 0.1026 -1.7377  0.2689
H: 2.6291 1.3185 -0.1227  0.1104
H: 1.3555 0.4940 -1.0064  0.1645



#iii
Entry from OMol25: 2 unconnected molecules or ions with the total composition C4H9O3 (ωB97M-V/def2-TZVPD).

Values from the calculation:
**Orbital gap**: 7.5 eV
**Total charge**: -1

Each line ends with the Mulliken charge.
CARTESIAN COORDINATES (ANGSTROEM)
C: -0.1058 -1.6289 0.9736  -0.3095
C: 1.2646 -1.1516 0.5743  -0.8894
C: -1.2724 -0.9898 0.0667  0.3958
O: -0.8947 -1.0410 -1.1483  -0.7223
O: -2.3994 -0.7476 0.4674  -0.7332
H: -0.1852 -2.7706 0.6906  0.1370
H: -0.2488 -1.6511 2.0151  0.3862
H: 1.5786 -0.0906 0.8208  0.1736
H: 1.4925 -1.2804 -0.5114  0.2053
H: 1.9824 -1.6955 1.1614  0.3797
C: 0.6472 2.2152 -0.8291  -0.6062
O: 1.8520 2.7508 -0.0143  -0.5288
H: 2.4705 2.6094 -0.6493  0.2690
H: 0.4498 3.0654 -1.3992  0.3369
H: -0.1356 2.0932 -0.0516  0.1469
H: 0.9308 1.3530 -1.2272  0.3590



Most stable structure: #i



#i
Entry from OMol25: 2 unconnected molecules or ions with the total composition CH4O2P (ωB97M-V/def2-TZVPD).

Values from the calculation:
**Orbital gap (alpha / beta)**: 8.0 / 7.5 eV
**Total charge**: -1

Each line ends with the Mulliken charge.
CARTESIAN COORDINATES (ANGSTROEM)
C: 0.4930 0.4757 0.0577  -0.8176
O: 3.3170 -0.9169 0.3162  -0.8849
O: 0.4868 -1.8571 -1.3826  -0.6364
P: 0.9218 -1.2599 -0.1014  0.5416
H: 1.4158 0.9808 0.0180  0.2703
H: -0.0157 0.6286 -0.8991  0.2410
H: -0.1354 0.6769 0.8893  0.3221
H: 0.1741 -1.9215 0.7799  -0.0361



#ii
Entry from OMol25: 2 unconnected molecules or ions with the total composition CH4O2P (ωB97M-V/def2-TZVPD).

Values from the calculation:
**Orbital gap**: 6.8 eV
**Total charge**: -1

Each line ends with the Mulliken charge.
CARTESIAN COORDINATES (ANGSTROEM)
C: 0.3363 0.7901 -0.0982  -0.9414
O: 0.0512 -2.6622 -0.3995  -1.0403
O: 2.9715 0.2936 -0.4116  -0.4734
P: 1.9420 -0.1459 0.5182  0.4117
H: -0.3030 -0.1606 -0.4563  0.2544
H: 0.3069 1.6744 -0.7254  0.3298
H: -0.1661 1.0070 0.7992  0.3047
H: -0.1167 -2.3898 0.5301  0.1547



Most stable structure: #ii